1.
{
  "formula": "H29O14",
  "method": "ωB97M-V/def2-TZVPD",
  "total_energy_ha": -1070.50111,
  "orbital_gap_ha": 0.38482,
  "e_above_lowest_kcal_mol": 64.6,
  "charge": 1,
  "homo_energy_ev": -13.53,
  "e_lumo_ev": -3.062,
  "spin_multiplicity": 1,
  "symbols": ["O", "H", "H", "H", "O", "H", "H", "O", "H", "H", "O", "H", "H", "O", "H", "H", "O", "H", "H", "O", "H", "H", "O", "H", "H", "O", "H", "H", "O", "H", "H", "O", "H", "H", "O", "H", "H", "O", "H", "H", "O", "H", "H"],
  "coordinates": [[20.173, -1.105, -6.698], [21.105, -1.447, -6.809], [19.771, -0.834, -7.596], [20.078, -0.318, -6.105], [20.565, 2.294, -8.506], [20.769, 3.223, -8.451], [20.871, 1.920, -7.691], [21.727, -4.727, -5.702], [21.895, -3.827, -5.843], [21.363, -4.980, -6.582], [21.103, -3.187, -9.774], [21.937, -3.365, -10.209], [21.129, -2.290, -9.461], [17.660, 0.264, -6.931], [17.133, -0.447, -7.300], [17.423, 1.007, -7.463], [18.716, -3.470, -7.522], [19.154, -4.337, -7.490], [19.141, -3.101, -8.259], [17.786, 1.110, -3.634], [17.487, 1.575, -4.389], [18.192, 0.357, -3.975], [22.578, 0.147, -4.619], [23.323, -0.045, -5.179], [22.892, -0.236, -3.807], [18.936, -1.185, -9.363], [17.996, -1.017, -9.258], [19.163, -0.912, -10.232], [18.813, -1.359, -3.598], [18.592, -1.489, -2.637], [18.063, -1.800, -4.006], [20.373, 1.444, -5.699], [19.937, 2.066, -5.111], [21.221, 1.242, -5.378], [21.132, -2.561, -3.826], [20.848, -3.339, -3.265], [20.411, -1.967, -3.781], [22.547, -2.255, -6.757], [22.963, -2.657, -7.527], [23.110, -2.473, -6.021], [21.740, -0.543, -8.949], [22.333, 0.038, -8.388], [21.488, 0.151, -9.532]],
  "lowdin_charge": [0.1755, 0.0785, 0.1185, 0.0961, -0.0363, 0.0474, -0.0223, -0.0417, -0.0686, 0.0553, -0.0358, 0.0503, -0.0424, -0.0069, 0.0517, 0.0485, -0.0313, 0.0535, -0.0520, -0.0155, 0.0099, -0.0661, -0.0142, 0.0453, 0.0625, -0.0122, 0.0674, 0.0611, -0.0447, 0.1248, 0.0876, -0.0156, 0.0854, -0.0090, -0.0701, 0.0905, -0.0602, -0.0216, 0.0934, 0.0775, -0.0537, 0.1017, 0.0380]
}


2.
{
  "formula": "C4H9N2O2",
  "method": "ωB97M-V/def2-TZVPD",
  "total_energy_ha": -417.45330,
  "orbital_gap_ha": 0.40980,
  "e_above_lowest_kcal_mol": 80.4,
  "charge": 1,
  "homo_energy_ev": -14.66,
  "e_lumo_ev": -3.508,
  "smiles": "C/C=[NH+]/CC(=O)NO",
  "spin_multiplicity": 1,
  "symbols": ["C", "C", "C", "C", "N", "N", "O", "O", "H", "H", "H", "H", "H", "H", "H", "H", "H"],
  "coordinates": [[-1.050, 0.029, 1.000], [0.213, 0.868, 1.383], [0.871, -0.430, -0.416], [0.851, -0.727, -1.861], [-2.071, 0.173, 1.792], [0.941, 0.788, 0.065], [-0.978, -0.725, 0.030], [-3.292, -0.373, 1.379], [-0.284, 1.804, 1.595], [0.571, 0.254, 2.249], [1.212, -1.270, 0.006], [1.771, -0.675, -2.363], [0.308, -0.003, -2.385], [0.439, -1.690, -2.124], [0.763, 1.640, -0.487], [-2.142, 0.927, 2.452], [-3.059, -0.590, 0.397]],
  "lowdin_charge": [-0.4221, 0.0178, -0.1509, 0.0063, 0.0658, 0.0892, 0.1089, 0.0462, 0.1335, 0.1673, 0.1252, 0.0949, 0.0811, 0.1118, 0.1847, 0.1784, 0.1620]
}


3.
{
  "formula": "C43H52BeN7O3",
  "method": "ωB97M-V/def2-TZVPD",
  "total_energy_ha": -2292.73261,
  "orbital_gap_ha": 0.09300,
  "e_above_lowest_kcal_mol": 244.6,
  "charge": 1,
  "homo_energy_ev": -11.00,
  "e_lumo_ev": -8.471,
  "spin_multiplicity": 1,
  "symbols": ["Be", "C", "C", "O", "H", "H", "H", "H", "H", "N", "C", "C", "C", "C", "C", "H", "H", "H", "H", "H", "N", "C", "C", "C", "C", "C", "H", "H", "H", "H", "H", "N", "C", "C", "C", "C", "C", "H", "H", "H", "H", "H", "N", "C", "C", "C", "C", "C", "H", "H", "H", "H", "H", "N", "C", "C", "C", "C", "C", "H", "H", "H", "H", "H", "N", "C", "C", "C", "C", "C", "H", "H", "H", "H", "H", "N", "C", "C", "C", "C", "C", "H", "H", "H", "H", "H", "C", "C", "O", "C", "H", "H", "H", "H", "H", "H", "C", "C", "O", "C", "H", "H", "H", "H", "H", "H"],
  "coordinates": [[2.098, 3.199, -1.854], [-1.461, -0.957, 2.006], [0.089, -1.105, 1.610], [0.655, -0.006, 0.983], [-2.115, -0.929, 1.134], [-1.628, -0.112, 2.674], [-1.754, -1.796, 2.637], [0.024, -1.990, 0.975], [0.583, -1.459, 2.515], [7.128, -5.702, 0.924], [8.064, -5.183, 1.772], [7.709, -4.368, 2.851], [6.356, -4.015, 2.945], [5.391, -4.491, 2.088], [5.837, -5.314, 1.035], [9.094, -5.436, 1.564], [8.502, -3.810, 3.326], [6.038, -3.414, 3.784], [4.329, -4.390, 2.255], [5.119, -5.717, 0.335], [-5.837, -8.758, 4.473], [-5.014, -9.809, 4.227], [-3.808, -9.725, 3.573], [-3.382, -8.448, 3.195], [-4.193, -7.312, 3.364], [-5.378, -7.519, 4.091], [-5.442, -10.764, 4.490], [-3.189, -10.592, 3.401], [-2.477, -8.206, 2.659], [-3.710, -6.369, 3.151], [-6.030, -6.758, 4.493], [1.925, 6.241, 1.532], [1.536, 5.780, 2.714], [1.167, 6.670, 3.751], [1.599, 7.950, 3.708], [2.192, 8.387, 2.507], [2.246, 7.589, 1.383], [1.408, 4.719, 2.872], [0.647, 6.389, 4.655], [1.466, 8.679, 4.494], [2.471, 9.425, 2.403], [2.637, 7.917, 0.431], [-0.254, 0.746, -4.879], [-0.890, 1.365, -5.967], [-1.776, 0.631, -6.814], [-1.921, -0.747, -6.609], [-1.354, -1.402, -5.527], [-0.539, -0.584, -4.681], [-0.516, 2.314, -6.323], [-2.154, 1.103, -7.709], [-2.454, -1.426, -7.258], [-1.567, -2.442, -5.326], [-0.227, -1.005, -3.737], [-1.865, 4.848, -1.525], [-2.434, 5.728, -2.386], [-3.724, 6.288, -2.146], [-4.552, 5.850, -1.158], [-4.008, 5.012, -0.236], [-2.658, 4.472, -0.430], [-1.778, 6.162, -3.127], [-4.152, 7.121, -2.685], [-5.618, 6.024, -1.134], [-4.584, 4.799, 0.652], [-2.241, 3.689, 0.187], [4.844, 0.242, -3.890], [5.691, 0.736, -4.849], [6.644, -0.155, -5.480], [6.665, -1.498, -5.100], [5.722, -2.048, -4.239], [4.838, -1.135, -3.634], [5.494, 1.779, -5.044], [7.399, 0.191, -6.170], [7.398, -2.183, -5.500], [5.640, -3.120, -4.137], [4.099, -1.482, -2.927], [6.146, 3.394, 0.341], [6.495, 2.307, 1.064], [7.753, 2.111, 1.622], [8.623, 3.225, 1.539], [8.342, 4.360, 0.833], [7.065, 4.405, 0.244], [5.805, 1.486, 1.197], [8.067, 1.186, 2.083], [9.549, 3.054, 2.067], [8.932, 5.260, 0.747], [6.711, 5.321, -0.206], [-6.619, -1.100, 3.879], [-6.707, 0.380, 4.125], [-6.053, 0.946, 5.055], [-7.740, 1.129, 3.306], [-6.059, -1.262, 2.958], [-7.603, -1.564, 3.945], [-6.035, -1.633, 4.629], [-7.398, 2.144, 3.105], [-8.704, 1.182, 3.811], [-7.844, 0.638, 2.338], [-7.154, -2.750, -2.567], [-6.688, -1.454, -3.253], [-6.639, -1.385, -4.480], [-6.244, -0.305, -2.287], [-7.210, -2.756, -1.478], [-6.427, -3.502, -2.872], [-8.146, -3.043, -2.909], [-7.024, -0.145, -1.542], [-5.919, 0.543, -2.889], [-5.329, -0.537, -1.743]],
  "lowdin_charge": [0.6364, -0.0187, -0.2849, 0.0478, 0.0771, 0.0811, 0.0826, 0.1435, 0.1075, 0.0448, -0.1321, -0.0670, -0.1008, -0.0846, -0.1420, 0.0989, 0.0983, 0.0978, 0.0931, 0.0937, 0.0512, -0.1563, -0.0748, -0.0881, -0.0763, -0.1343, 0.1016, 0.1012, 0.0953, 0.0885, 0.0920, 0.0362, -0.1530, -0.0799, -0.0803, -0.0818, -0.1167, 0.0960, 0.1024, 0.1106, 0.0986, 0.0966, 0.0289, -0.1111, -0.0603, -0.0918, -0.0653, -0.1476, 0.0905, 0.0964, 0.1043, 0.0983, 0.0831, 0.0239, -0.1356, -0.0744, -0.1168, -0.0670, -0.0882, 0.0940, 0.1022, 0.1154, 0.0947, 0.0810, 0.0195, -0.1173, -0.0523, -0.0967, -0.0736, -0.1277, 0.0893, 0.0934, 0.1037, 0.1009, 0.0855, 0.0404, -0.1674, -0.0580, -0.0867, -0.0705, -0.1317, 0.0926, 0.1002, 0.1023, 0.1040, 0.0945, -0.0396, -0.4450, 0.0160, -0.0288, 0.0813, 0.0905, 0.0791, 0.0810, 0.0939, 0.0717, -0.0314, -0.4427, 0.0477, -0.0242, 0.0673, 0.0827, 0.0834, 0.0739, 0.0745, 0.0683]
}


4.
{
  "formula": "CClF2NO2",
  "method": "ωB97M-V/def2-TZVPD",
  "total_energy_ha": -903.10280,
  "orbital_gap_ha": [0.34320, 0.34324],
  "e_above_lowest_kcal_mol": 36.7,
  "homo_energy_ev": [-10.23, -10.23],
  "e_lumo_ev": [-0.895, -0.895],
  "spin_multiplicity": 1,
  "symbols": ["C", "N", "O", "O", "F", "F", "Cl"],
  "coordinates": [[-0.779, -0.294, -0.054], [1.228, 0.415, -0.024], [1.598, 0.864, -1.036], [1.692, 0.132, 1.008], [-0.725, -1.291, 0.867], [-1.015, -0.684, -1.319], [-2.000, 0.858, 0.559]],
  "lowdin_charge": [-0.7126, -0.3010, 0.1298, 0.1254, 0.0198, 0.0588, 0.6798]
}


5.
{
  "formula": "C4H6ClN",
  "method": "ωB97M-V/def2-TZVPD",
  "total_energy_ha": -670.89111,
  "orbital_gap_ha": 0.39650,
  "e_above_lowest_kcal_mol": 36.1,
  "homo_energy_ev": -9.97,
  "e_lumo_ev": 0.816,
  "smiles": "C=C/C(Cl)=N/C",
  "spin_multiplicity": 1,
  "symbols": ["C", "C", "C", "C", "N", "Cl", "H", "H", "H", "H", "H", "H"],
  "coordinates": [[1.468, 1.873, 0.250], [0.370, 1.682, -0.400], [-0.376, 0.235, -0.168], [-0.584, -2.166, 0.180], [0.156, -0.902, 0.133], [-2.080, 0.586, -0.481], [1.953, 2.836, 0.082], [1.727, 1.060, 0.899], [-0.265, 2.369, -1.082], [-1.021, -2.583, -0.733], [-1.468, -2.106, 0.776], [0.120, -2.884, 0.542]],
  "lowdin_charge": [-0.0180, -0.1957, -0.6713, -0.1404, -0.0168, 0.6103, 0.0706, 0.0615, 0.1016, 0.0819, 0.0563, 0.0599]
}